{
  "formula": "C6H6",
  "method": "ωB97M-V/def2-TZVPD",
  "homo_energy_ev": -8.8503,
  "fmax_ev_per_a": 0.99,
  "e_lumo_ev": -0.45,
  "charge": 0,
  "elements": ["C", "C", "C", "C", "C", "C", "H", "H", "H", "H", "H", "H"],
  "coordinates": [[1.0810, -0.1772, -0.9199], [-2.0744, -2.2286, -0.7991], [-1.9496, -1.2932, 0.0778], [-0.9574, -0.4616, 0.2340], [0.1323, 0.2482, 0.1804], [0.5272, 1.3738, 1.0698], [1.8360, -0.8577, -0.5121], [1.6065, 0.6855, -1.3487], [0.5062, -0.6956, -1.6880], [0.5259, 2.3050, 0.4929], [1.5482, 1.2107, 1.4319], [-0.1528, 1.4658, 1.9148]],
  "forces_ev_per_a": [[0.0, -0.1, -0.1], [-0.3, 0.6, 0.8], [0.2, -0.6, -0.7], [0.2, 0.1, -0.1], [-0.1, -0.2, -0.1], [0.0, 0.2, 0.2], [-0.1, 0.0, -0.1], [-0.3, -0.1, 0.1], [0.3, 0.0, -0.1], [0.0, -0.1, 0.1], [-0.2, 0.0, 0.0], [0.1, 0.1, 0.0]]
}

{
  "formula": "C4H12O",
  "method": "ωB97M-V/def2-TZVPD",
  "smiles": "CCO.CC",
  "homo_energy_ev": -10.2965,
  "fmax_ev_per_a": 1.23,
  "e_lumo_ev": 0.89,
  "charge": 0,
  "elements": ["C", "C", "O", "H", "H", "H", "H", "H", "H", "C", "C", "H", "H", "H", "H", "H", "H"],
  "coordinates": [[1.0651, 2.4626, 0.0183], [0.4751, 1.3817, 0.9478], [0.2397, 2.7821, -1.0921], [1.2432, 3.3710, 0.5940], [2.0505, 2.1113, -0.3238], [0.9638, 0.4288, 0.8131], [-0.0102, 1.9527, -1.5093], [-0.5957, 1.2489, 0.7253], [0.4560, 1.7104, 1.9811], [-1.0170, -2.1781, -0.9583], [-0.4679, -2.1937, 0.4738], [-0.4541, -1.4693, -1.5665], [-0.8726, -3.1088, -1.5194], [-2.0518, -1.8698, -1.0543], [0.4333, -1.5904, 0.4860], [-0.2139, -3.1898, 0.8331], [-1.2436, -1.8497, 1.1510]],
  "forces_ev_per_a": [[0.4, -0.6, 0.4], [-0.9, 0.6, -0.5], [0.1, 0.1, 0.2], [-0.2, 0.1, -0.3], [-0.1, 0.2, -0.1], [0.2, -0.2, 0.2], [0.0, 0.0, -0.1], [0.3, 0.0, -0.2], [0.5, -0.2, 0.2], [0.6, -0.1, -0.8], [-0.4, -0.4, -0.4], [0.0, 0.2, 0.1], [-0.2, -0.1, 0.4], [-0.2, -0.2, 0.2], [-0.1, 0.1, 0.5], [0.1, -0.1, -0.2], [0.3, 0.5, 0.2]]
}

{
  "formula": "C15H15NO3",
  "method": "ωB97M-V/def2-TZVPD",
  "smiles": "CC(C)(Oc1ccc([N+](=O)[O-])cc1)c1ccccc1",
  "homo_energy_ev": -9.2066,
  "fmax_ev_per_a": 3.03,
  "e_lumo_ev": -0.58,
  "charge": 0,
  "elements": ["C", "C", "C", "N", "O", "O", "C", "C", "C", "O", "H", "H", "H", "H", "C", "C", "C", "C", "C", "C", "C", "C", "C", "H", "H", "H", "H", "H", "H", "H", "H", "H", "H", "H"],
  "coordinates": [[1.5511, 2.1115, -0.8100], [1.6605, 3.3518, -1.4282], [0.5416, 3.8791, -2.0960], [0.6101, 5.2266, -2.6463], [-0.4265, 5.6753, -3.2051], [1.6803, 5.8833, -2.5315], [-0.6602, 3.1593, -2.1718], [-0.7624, 1.8896, -1.5482], [0.3306, 1.3941, -0.7883], [0.5568, 0.2225, -0.0718], [2.3767, 1.5781, -0.3526], [2.6175, 3.8618, -1.3885], [-1.5030, 3.5745, -2.7038], [-1.6588, 1.3193, -1.7302], [-1.2955, -1.2827, -0.9573], [-0.5007, -0.7525, 0.2523], [-1.3630, 0.0067, 1.2682], [0.1851, -2.0424, 0.9946], [0.6585, -1.9180, 2.3097], [1.0275, -3.0140, 3.1101], [0.8583, -4.3461, 2.6473], [0.2216, -4.4994, 1.3980], [-0.1441, -3.3716, 0.6301], [-0.6902, -1.9965, -1.5610], [-2.1666, -1.8737, -0.4906], [-1.6769, -0.5405, -1.6815], [-0.6762, 0.5098, 1.9820], [-1.9344, 0.8672, 0.7805], [-2.0519, -0.7129, 1.7950], [0.7031, -0.9371, 2.7972], [1.4606, -2.8713, 4.1079], [1.1635, -5.2089, 3.2658], [0.0328, -5.5125, 1.0627], [-0.7256, -3.6305, -0.2389]],
  "forces_ev_per_a": [[-0.8, 0.4, -0.4], [-0.1, -0.7, 0.2], [-0.2, -0.5, 0.6], [-0.1, 2.3, -1.0], [2.4, -0.9, 1.2], [-2.5, -1.7, -0.2], [0.9, -0.6, 0.7], [0.7, 0.4, 0.2], [1.0, -0.3, -0.3], [-1.0, -0.3, -1.0], [0.1, 0.5, 0.1], [-0.3, 0.2, -0.2], [0.0, 0.0, 0.0], [-0.1, 0.1, 0.3], [-0.6, -1.0, 0.2], [0.6, -0.4, 0.3], [-0.8, 0.4, 0.1], [-1.9, 0.2, 0.4], [0.5, 0.2, 0.5], [0.0, -0.9, -0.5], [-0.3, 1.2, -0.4], [0.7, 0.7, 1.0], [0.6, -0.4, 0.2], [-0.3, 0.5, 0.5], [1.1, 0.9, -1.0], [0.1, -0.3, 0.8], [-0.6, -0.5, -0.2], [0.5, -1.3, 0.5], [0.6, 1.0, -0.5], [0.2, -0.3, -0.4], [-0.3, 0.2, -0.5], [-0.2, 0.6, -0.5], [-0.2, 0.2, -0.3], [0.1, 0.3, -0.3]]
}

{
  "formula": "C4H10N4",
  "method": "ωB97M-V/def2-TZVPD",
  "smiles": "[H]/N=N/C(C)(C)/C(N)=N\\[H]",
  "homo_energy_ev": -9.1602,
  "fmax_ev_per_a": 1.62,
  "e_lumo_ev": 0.66,
  "charge": 0,
  "elements": ["C", "C", "C", "C", "N", "N", "N", "N", "H", "H", "H", "H", "H", "H", "H", "H", "H", "H"],
  "coordinates": [[0.1048, -0.1284, 0.1521], [-1.1705, -0.9307, 0.4033], [0.4300, 0.8342, 1.2916], [0.0204, 0.6121, -1.1778], [-0.9570, 1.6487, -1.2588], [1.2986, -1.1145, -0.0419], [1.5323, -1.8325, 0.9443], [0.7717, 0.4078, -2.2036], [-1.8813, 1.4400, -0.9020], [-0.9874, 2.0220, -2.2037], [2.3438, -2.4529, 0.7944], [1.4507, -0.3300, -1.9656], [0.5870, 0.2926, 2.2307], [-2.0331, -0.2734, 0.5522], [-1.3956, -1.5908, -0.4413], [-1.0698, -1.5596, 1.2946], [1.3391, 1.4066, 1.0780], [-0.3837, 1.5488, 1.4535]],
  "forces_ev_per_a": [[0.8, -0.8, 0.0], [-0.1, -0.3, 0.1], [0.1, 0.1, 0.3], [-0.1, 0.6, -1.5], [0.7, -0.7, 0.0], [0.0, -0.5, 1.2], [-1.0, 1.1, -0.3], [-0.5, -0.1, 1.3], [0.2, 0.0, 0.0], [0.0, -0.2, 0.2], [-0.2, 0.4, -0.6], [-0.3, 0.5, -0.2], [0.0, -0.1, -0.2], [0.2, 0.0, 0.0], [0.1, 0.1, 0.1], [0.1, 0.2, -0.1], [-0.1, -0.1, 0.0], [0.1, -0.1, -0.2]]
}

{
  "formula": "C3H7MgO3Tb",
  "method": "ωB97M-V/def2-TZVPD",
  "multiplicity": 8,
  "homo_energy_ev": [-10.9287, -10.7997],
  "fmax_ev_per_a": 1.66,
  "e_lumo_ev": [-4.76, -4.85],
  "charge": 1,
  "elements": ["O", "C", "C", "O", "C", "Tb", "H", "H", "H", "H", "H", "H", "Mg", "O", "H"],
  "coordinates": [[1.4998, 1.6344, -1.5778], [0.8494, 2.8506, -1.3999], [0.1930, 2.9397, -0.0256], [-0.5196, 1.7112, 0.1847], [-1.2887, 1.6661, 1.3764], [0.6630, -0.0229, -0.7960], [0.0625, 3.0051, -2.1662], [1.5422, 3.7094, -1.4828], [-0.5130, 3.7815, 0.0355], [0.9471, 3.0378, 0.7731], [-1.6367, 0.6186, 1.5267], [-2.1556, 2.3346, 1.2864], [-0.5767, -3.1047, 0.5994], [-1.6149, -3.9988, 1.7885], [-0.6730, 1.9654, 2.2372]],
  "forces_ev_per_a": [[0.0, -0.5, 0.2], [-0.5, 1.6, -0.1], [0.4, 0.7, 0.0], [0.3, -0.6, -0.6], [-0.7, -0.4, 0.9], [-0.2, -1.0, 0.1], [0.4, -0.1, 0.2], [-0.2, -0.4, 0.0], [0.2, -0.2, 0.0], [-0.2, 0.0, -0.2], [0.2, 0.7, -0.1], [0.2, -0.2, 0.0], [0.7, 0.9, -0.7], [-0.5, -0.5, 0.5], [-0.2, -0.1, -0.2]]
}

{
  "formula": "C25H32N3O8S",
  "method": "ωB97M-V/def2-TZVPD",
  "smiles": "CCOC(=O)C(C(=O)OCC)(C(=O)OCC)[C@@H](c1ccc(N(C)C)cc1)c1c([O-])n(C)c(=S)n(C)c1=O",
  "homo_energy_ev": -3.8431,
  "fmax_ev_per_a": 3.23,
  "e_lumo_ev": 2.57,
  "charge": -1,
  "elements": ["C", "C", "O", "C", "C", "C", "O", "O", "C", "C", "C", "O", "O", "C", "C", "O", "H", "H", "H", "H", "H", "H", "H", "H", "H", "H", "H", "H", "H", "H", "H", "C", "N", "C", "C", "C", "C", "C", "C", "C", "C", "O", "N", "C", "C", "S", "N", "C", "C", "O", "C", "C", "H", "H", "H", "H", "H", "H", "H", "H", "H", "H", "H", "H", "H", "H", "H", "H", "H"],
  "coordinates": [[-1.1394, -4.6943, -3.8242], [-0.1976, -3.5340, -3.6384], [-0.5060, -2.9983, -2.3146], [0.0365, -1.8417, -1.9491], [-0.0511, -1.4876, -0.4709], [1.2018, -2.1139, 0.1058], [1.8971, -2.9302, -0.4656], [1.4059, -1.7255, 1.3734], [2.5191, -2.4217, 1.9806], [2.4282, -2.0681, 3.4311], [-1.1357, -2.4385, 0.2528], [-1.6618, -3.4004, -0.2540], [-1.3100, -2.1662, 1.5647], [-2.3882, -2.9221, 2.2212], [-2.0961, -2.9219, 3.6971], [0.6539, -1.0923, -2.6942], [-1.0060, -5.1144, -4.8225], [-0.9426, -5.4883, -3.0979], [-2.1915, -4.4049, -3.7390], [0.8447, -3.8794, -3.6161], [-0.3589, -2.7726, -4.4155], [2.3997, -3.4959, 1.7976], [3.4423, -2.0654, 1.5073], [3.2266, -2.5713, 3.9739], [2.5050, -0.9867, 3.5760], [1.4644, -2.3937, 3.8319], [-3.3275, -2.4022, 1.9947], [-2.4437, -3.9482, 1.8376], [-2.9844, -3.2177, 4.2619], [-1.3010, -3.6440, 3.9199], [-1.7858, -1.9302, 4.0377], [2.2223, 4.8747, 3.3899], [2.8772, 3.9472, 2.4885], [4.1829, 4.4096, 2.0750], [2.1950, 2.9281, 1.8764], [0.8002, 2.7676, 2.1104], [0.0956, 1.7697, 1.4576], [0.7219, 0.8730, 0.5780], [-0.2626, -0.0490, -0.1750], [-0.9923, 0.6760, -1.2833], [-2.1396, 0.0123, -1.8229], [-2.5515, -1.0759, -1.3843], [-2.7327, 0.6001, -2.9663], [-3.7155, -0.1859, -3.7087], [-2.6556, 1.9443, -3.2654], [-3.4470, 2.6225, -4.5820], [-1.8730, 2.6598, -2.3791], [-1.7788, 4.0907, -2.6524], [-0.7272, 2.0012, -1.8065], [0.3668, 2.5650, -1.7962], [2.1011, 0.9666, 0.3716], [2.8262, 1.9749, 1.0153], [1.6065, 4.3555, 4.1321], [3.0168, 5.4185, 3.9108], [1.5943, 5.6100, 2.8607], [4.7981, 3.6083, 1.6624], [4.1092, 5.2338, 1.3453], [4.6679, 4.8172, 2.9691], [0.2597, 3.4443, 2.7785], [-0.9926, 1.7303, 1.5649], [-1.0662, -0.0710, 0.5824], [-4.6675, 0.3576, -3.7237], [-3.3613, -0.3008, -4.7389], [-3.8079, -1.1490, -3.2063], [-1.3376, 4.6084, -1.8027], [-1.2075, 4.2784, -3.5667], [-2.8063, 4.4139, -2.8277], [2.5859, 0.3148, -0.3652], [3.8974, 2.0292, 0.8214]],
  "forces_ev_per_a": [[-0.2, -0.4, -0.1], [-0.3, 0.5, 0.7], [0.6, 0.0, -0.8], [0.9, 1.0, -1.6], [-0.2, -3.2, 0.5], [0.7, -0.2, 0.0], [-0.4, 0.6, 0.3], [0.5, -0.8, -0.6], [-0.4, 0.4, -0.1], [0.1, 0.0, 0.4], [-0.5, -1.1, -0.8], [0.4, 0.7, 0.8], [-0.6, 0.0, 0.2], [0.3, 0.4, -0.4], [0.3, -0.1, 0.3], [-0.6, -1.2, 0.7], [0.1, 0.0, -0.1], [0.0, 0.2, 0.0], [0.2, 0.1, 0.1], [-0.2, 0.3, -0.2], [0.3, -0.1, 0.4], [0.1, 0.2, 0.0], [-0.1, -0.2, 0.1], [0.1, 0.0, 0.2], [0.1, -0.1, 0.0], [0.1, 0.0, 0.0], [0.2, -0.1, -0.1], [0.1, 0.4, -0.1], [0.0, 0.0, -0.1], [-0.1, 0.2, 0.0], [0.0, -0.1, 0.0], [0.0, -0.2, -0.2], [0.7, 0.6, 0.8], [-0.2, 0.0, 0.0], [-0.9, -1.3, -0.7], [0.6, 0.2, -0.1], [0.4, -0.2, -0.4], [-0.2, -0.2, -0.5], [-1.5, 2.5, 1.2], [-1.6, 1.1, -1.5], [1.5, 0.9, 1.3], [-0.4, 0.1, -0.4], [-1.0, 0.7, -0.6], [0.2, 0.0, 0.0], [0.5, -0.9, 1.2], [-0.1, 0.0, 0.1], [0.0, 0.0, -1.3], [-0.1, -0.2, -0.1], [1.3, -1.6, 0.7], [-0.8, 0.6, 0.2], [-0.6, 0.6, 0.2], [-0.2, 0.3, 0.3], [0.1, 0.1, -0.1], [-0.3, 0.0, 0.1], [0.0, -0.1, 0.1], [-0.1, 0.2, 0.1], [0.1, -0.2, -0.1], [0.2, -0.1, -0.2], [0.2, -0.2, -0.3], [0.4, -0.1, 0.1], [0.2, -0.3, -0.1], [0.1, -0.3, -0.1], [-0.2, -0.1, 0.1], [0.0, 0.1, -0.1], [0.1, -0.2, 0.0], [0.0, 0.1, 0.2], [0.2, 0.2, 0.1], [-0.1, 0.2, 0.4], [-0.3, 0.1, 0.0]]
}

Calculated total energy values, unit eV, following the record order: -6313.5020; -6389.3684; -23426.8454; -10269.3631; -37235.9326; -58131.7280.
Relative energy (zero: lowest compared OMol25 entry of this formula, charge and spin) values, unit kcal/mol, following the record order: 131.40; 17.36; 120.34; 34.31; 4.52; 0.00.